(1)
Formula: C29H52P2SiTm
Source: OMol25
Level of theory: ωB97M-V/def2-TZVPD

Calculated values
- ⟨S²⟩ = 2.0026
- frontier orbital gap (spin up / spin down) (eV) = 7.376 / 7.439
- lowest unoccupied orbital energy (spin up / spin down) (eV) = -3.259 / -3.213
- charge = +1
- spin multiplicity = 3

Cartesian coordinates (Å):
Tm  2.173  0.630  0.868
C  0.012  -0.838  0.221
C  0.809  -0.390  -0.893
C  2.084  -1.857  0.441
C  0.803  -1.660  1.063
C  2.045  -1.143  -0.834
C  -1.455  -0.688  0.321
H  -1.835  -0.222  -0.601
H  -1.703  -0.046  1.181
H  -1.959  -1.668  0.426
C  0.181  -2.444  2.170
H  -0.721  -2.930  1.765
H  -0.170  -1.794  2.988
H  0.862  -3.216  2.551
C  2.949  -3.057  0.705
H  2.304  -3.913  0.963
H  3.652  -2.900  1.540
H  3.500  -3.362  -0.201
C  2.904  -1.419  -2.007
H  2.354  -1.874  -2.842
H  3.750  -2.077  -1.794
H  3.283  -0.478  -2.394
C  0.224  0.213  -2.131
H  -0.067  -0.560  -2.872
H  0.932  0.876  -2.647
H  -0.661  0.806  -1.881
C  -1.652  4.022  0.108
C  -2.444  3.841  -0.971
C  -2.103  4.016  -2.430
C  -1.291  5.279  -2.853
C  0.172  5.076  -3.103
C  0.967  4.341  -2.332
C  0.510  3.610  -1.108
C  -0.215  4.423  0.030
H  -3.122  4.104  -2.883
H  -1.437  6.079  -2.112
H  -1.685  3.088  -2.899
H  -0.018  5.506  -0.042
H  -2.011  3.807  1.111
H  -3.483  3.545  -0.795
H  0.238  4.148  0.997
H  -0.115  2.752  -1.384
H  2.007  4.168  -2.604
H  1.402  3.135  -0.649
H  -1.747  5.566  -3.827
H  0.574  5.569  -3.994
P  3.357  3.591  0.590
P  4.693  0.954  0.108
C  5.252  3.617  0.578
C  5.777  2.228  0.886
H  5.570  4.360  1.325
H  5.592  3.988  -0.404
H  6.824  2.087  0.588
H  5.733  2.046  1.969
C  5.845  -0.456  0.240
H  5.464  -1.332  -0.303
H  5.953  -0.718  1.304
H  6.839  -0.173  -0.146
C  4.703  1.393  -1.695
H  5.622  1.906  -2.007
H  3.844  2.026  -1.977
H  4.638  0.481  -2.300
C  3.070  4.204  2.294
H  2.429  3.467  2.799
H  2.559  5.177  2.275
H  4.034  4.310  2.813
C  3.270  5.256  -0.272
H  4.151  5.882  -0.049
H  2.367  5.822  0.007
H  3.246  5.121  -1.360
C  -3.422  1.865  2.665
Si  -2.134  1.012  3.750
C  -1.967  1.686  5.476
C  -2.712  -0.759  4.008
C  -0.524  1.222  2.890
C  0.565  1.400  2.308
H  -4.405  1.705  3.138
H  -3.440  1.440  1.646
H  -3.229  2.946  2.586
H  -2.886  1.396  6.005
H  -1.096  1.226  5.970
H  -1.858  2.778  5.469
H  -3.056  -1.261  3.094
H  -1.940  -1.375  4.485
H  -3.566  -0.691  4.699

Quick look at the Mulliken charges, all values in e:
1. Tm 0.031
2. C 0.385
3. C 0.646
4. C 0.657
5. C 0.504
6. C 0.961
7. C -1.147
8. H 0.432
9. H -0.502
10. H 0.421
11. C -1.092
12. H 0.319
13. H -0.134
14. H 0.490
15. C -1.871
16. H 0.515
17. H 0.252
18. H 0.389
19. C -1.456
20. H 0.397
21. H 0.314
22. H 0.068
23. C -1.606
24. H 0.347
25. H 0.328
26. H 0.298
27. C -0.393
28. C -0.392
29. C -0.629
30. C -0.868
31. C -0.985
32. C -0.596
33. C 3.733
34. C -0.138
35. H 0.533
36. H 0.347
37. H 0.124
38. H 0.470
39. H -0.005
40. H 0.444
41. H 0.135
42. H -0.753
43. H 0.430
44. H -2.200
45. H 0.427
46. H 0.414
47. P 1.282
48. P 0.788
49. C -1.215
50. C -0.988
51. H 0.640
52. H 0.419
53. H 0.517
54. H 0.355
55. C -1.169
56. H 0.276
57. H 0.380
58. H 0.487
59. C -1.453
60. H 0.495
61. H 0.274
62. H 0.687
63. C -1.412
64. H 0.195
65. H 0.420
66. H 0.441
67. C -1.613
68. H 0.487
69. H 0.383
70. H 0.376
71. C -1.032
72. Si 0.211
73. C -1.022
74. C -1.062
75. C -0.444
76. C 0.173
77. H 0.419
78. H 0.282
79. H 0.348
80. H 0.334
81. H 0.304
82. H 0.305
83. H 0.315
84. H 0.357
85. H 0.418

=====

(2)
Formula: C29H53BCoF4N4OPS3
Source: OMol25
Level of theory: ωB97M-V/def2-TZVPD

Calculated values
- frontier orbital gap (spin up / spin down) (eV) = 7.412 / 7.380
- lowest unoccupied orbital energy (spin up / spin down) (eV) = -0.347 / -0.375

Cartesian coordinates (Å):
Co  0.404  0.839  0.870
C  5.259  1.046  2.267
C  3.972  1.396  2.984
S  2.501  1.877  2.028
C  3.187  3.156  0.945
C  3.977  2.729  -0.314
S  3.546  1.099  -0.980
C  5.144  0.352  -1.334
C  6.069  0.002  -0.158
S  5.269  -0.535  1.372
H  6.034  0.996  3.035
H  5.545  1.832  1.575
H  4.168  2.260  3.624
H  3.642  0.577  3.613
H  3.823  3.774  1.580
H  2.335  3.765  0.650
H  5.046  2.738  -0.110
H  3.776  3.460  -1.094
H  5.689  0.980  -2.041
H  4.870  -0.560  -1.867
H  6.708  0.850  0.090
H  6.737  -0.806  -0.459
C  -0.572  2.241  1.954
C  -2.023  2.422  1.754
C  -2.918  2.048  2.763
C  -4.286  2.198  2.607
C  -4.791  2.737  1.429
C  -3.915  3.154  0.437
C  -2.545  3.014  0.602
H  -0.311  1.998  2.980
H  0.032  3.053  1.557
H  -2.524  1.664  3.699
H  -4.958  1.913  3.407
H  -5.860  2.850  1.297
H  -4.293  3.601  -0.473
H  -1.880  3.356  -0.176
C  -2.455  -2.033  4.339
N  -1.245  -1.410  3.854
C  0.065  -1.523  4.449
C  0.947  -0.896  3.375
O  2.146  -0.817  3.467
N  0.148  -0.452  2.341
C  -1.111  -0.847  2.642
N  -2.111  -0.738  1.800
H  -2.206  -2.651  5.198
H  -2.894  -2.672  3.570
H  -3.194  -1.294  4.655
H  0.354  -2.561  4.621
H  0.166  -0.963  5.381
H  -1.846  -0.423  0.842
H  -3.066  -0.730  2.114
C  -0.116  -1.477  -4.318
C  0.310  -0.877  -2.971
C  0.538  0.620  -3.189
C  1.678  -1.465  -2.584
P  -0.875  -1.114  -1.504
N  -0.555  -0.186  -0.298
C  -2.635  -0.778  -2.103
C  -2.676  0.569  -2.838
C  -3.247  -1.852  -3.012
C  -3.552  -0.588  -0.883
C  -0.758  -2.972  -1.031
C  -0.650  -3.975  -2.185
C  -1.991  -3.399  -0.219
C  0.460  -3.146  -0.105
H  0.701  -1.315  -5.028
H  -0.992  -0.981  -4.730
H  -0.310  -2.545  -4.288
H  1.430  0.751  -3.805
H  0.714  1.126  -2.253
H  -0.286  1.111  -3.695
H  2.413  -1.105  -3.309
H  1.701  -2.552  -2.614
H  1.996  -1.132  -1.595
H  -2.267  0.516  -3.844
H  -2.157  1.350  -2.285
H  -3.726  0.865  -2.932
H  -2.607  -2.115  -3.849
H  -4.180  -1.460  -3.427
H  -3.495  -2.764  -2.474
H  -3.251  0.293  -0.311
H  -3.589  -1.457  -0.229
H  -4.566  -0.404  -1.248
H  -1.515  -3.949  -2.845
H  -0.597  -4.981  -1.757
H  0.245  -3.840  -2.784
H  -2.894  -3.459  -0.822
H  -2.175  -2.739  0.622
H  -1.804  -4.401  0.179
H  1.387  -3.284  -0.655
H  0.311  -4.039  0.508
H  0.582  -2.290  0.559
F  0.465  4.617  -0.522
B  0.485  3.520  -1.372
F  1.537  3.556  -2.248
F  -0.724  3.334  -2.010
F  0.689  2.347  -0.451

Quick look at the Mulliken charges, all values in e:
1. Co -2.087
2. C -0.496
3. C -1.063
4. S 0.568
5. C -1.121
6. C -1.551
7. S 0.502
8. C -0.853
9. C -0.812
10. S -0.074
11. H 0.509
12. H 0.086
13. H 0.465
14. H 0.412
15. H 0.741
16. H 0.215
17. H 0.562
18. H 0.693
19. H 0.445
20. H 0.322
21. H 0.319
22. H 0.473
23. C -0.993
24. C -0.578
25. C -0.218
26. C -0.850
27. C -0.585
28. C -0.784
29. C 0.011
30. H 0.884
31. H 1.076
32. H 0.476
33. H 0.433
34. H 0.397
35. H 0.474
36. H 0.450
37. C -1.118
38. N 0.219
39. C -0.238
40. C -0.681
41. O -0.695
42. N 2.199
43. C -0.392
44. N 1.089
45. H 0.390
46. H 0.341
47. H 0.286
48. H 0.411
49. H 0.338
50. H -1.561
51. H 0.477
52. C -2.093
53. C 3.264
54. C -1.829
55. C -1.910
56. P -1.147
57. N 1.194
58. C 2.394
59. C -2.010
60. C -1.929
61. C -1.333
62. C 2.663
63. C -2.122
64. C -1.823
65. C -2.259
66. H 0.535
67. H 0.330
68. H 0.310
69. H 0.504
70. H 0.136
71. H 0.266
72. H 0.702
73. H 0.211
74. H 0.058
75. H 0.293
76. H 0.286
77. H 0.620
78. H 0.260
79. H 0.538
80. H 0.318
81. H -0.073
82. H 0.155
83. H 0.630
84. H 0.287
85. H 0.533
86. H 0.384
87. H 0.243
88. H 0.169
89. H 0.706
90. H 0.314
91. H 0.533
92. H 0.350
93. F -0.329
94. B 0.344
95. F -0.264
96. F -0.285
97. F 0.361

=====

(3)
Formula: C29H53BGdO2P2
Source: OMol25
Level of theory: ωB97M-V/def2-TZVPD

Calculated values
- ⟨S²⟩ = 15.8082
- frontier orbital gap (spin up / spin down) (eV) = 6.190 / 5.786
- lowest unoccupied orbital energy (spin up / spin down) (eV) = -2.085 / -4.506
- charge = +1
- spin multiplicity = 8

Cartesian coordinates (Å):
Gd  0.311  -0.978  1.233
C  -0.538  -2.991  2.425
C  0.772  -3.315  1.941
C  0.990  -1.684  3.572
C  -0.402  -1.989  3.437
C  1.714  -2.506  2.649
C  -1.825  -3.594  1.982
H  -1.752  -3.993  0.965
H  -2.632  -2.848  1.998
H  -2.135  -4.419  2.641
C  -1.488  -1.463  4.308
H  -2.411  -2.033  4.152
H  -1.713  -0.405  4.111
H  -1.202  -1.558  5.366
C  1.581  -0.812  4.621
H  1.347  -1.221  5.617
H  1.198  0.217  4.578
H  2.672  -0.770  4.524
C  3.194  -2.554  2.527
H  3.638  -3.202  3.298
H  3.633  -1.556  2.654
H  3.500  -2.942  1.550
C  1.105  -4.348  0.919
H  1.369  -5.321  1.358
H  1.962  -4.029  0.313
H  0.258  -4.518  0.244
C  -1.360  0.413  -5.041
C  -1.519  -0.911  -5.218
C  -0.692  -1.788  -6.120
C  0.754  -1.299  -6.376
C  1.504  -0.840  -5.154
C  1.649  0.445  -4.761
C  0.899  1.614  -5.326
C  -0.508  1.310  -5.896
H  -1.199  -1.900  -7.090
H  0.738  -0.524  -7.148
H  -0.650  -2.797  -5.695
H  -0.412  0.916  -6.914
H  -2.018  0.952  -4.353
H  -2.413  -1.402  -4.805
H  -1.034  2.274  -5.978
H  0.799  2.377  -4.545
H  2.473  0.731  -4.095
H  1.500  2.085  -6.119
H  1.308  -2.151  -6.800
H  2.068  -1.640  -4.663
P  -1.059  -0.579  -1.174
C  -2.503  0.493  -1.432
C  -1.219  -2.035  -2.261
P  1.975  -0.026  -0.873
C  0.413  0.342  -1.863
C  2.975  -1.105  -1.955
C  2.850  1.572  -0.800
H  -2.534  1.225  -0.608
H  -3.420  -0.113  -1.384
H  -2.456  1.020  -2.392
H  -1.208  -1.732  -3.312
H  -2.169  -2.550  -2.057
H  -0.395  -2.747  -2.108
H  2.872  2.054  -1.785
H  3.879  1.405  -0.447
H  2.340  2.226  -0.079
H  0.220  1.424  -1.830
H  0.565  0.058  -2.913
H  3.988  -1.187  -1.534
H  3.043  -0.734  -2.986
H  2.535  -2.113  -1.976
C  -2.999  2.976  3.993
C  -1.820  2.993  3.053
C  -2.098  4.062  2.004
O  -1.762  1.721  2.401
B  -0.421  1.405  2.306
O  0.438  2.291  2.921
C  -0.398  3.142  3.712
C  0.193  4.534  3.702
C  -0.361  2.660  5.157
H  -2.930  2.186  4.746
H  -3.915  2.810  3.416
H  -3.096  3.940  4.501
H  -3.023  3.811  1.470
H  -2.258  5.032  2.490
H  -1.294  4.168  1.267
H  -0.417  5.199  4.327
H  1.203  4.515  4.130
H  0.254  4.966  2.699
H  -0.776  1.654  5.286
H  0.678  2.646  5.512
H  -0.921  3.359  5.790

Quick look at the Mulliken charges, all values in e:
1. Gd 0.026
2. C 0.375
3. C 0.637
4. C 0.844
5. C 0.791
6. C 0.327
7. C -1.693
8. H 0.355
9. H 0.399
10. H 0.321
11. C -1.262
12. H 0.462
13. H 0.070
14. H 0.305
15. C -1.428
16. H 0.309
17. H 0.116
18. H 0.431
19. C -1.618
20. H 0.313
21. H 0.402
22. H 0.325
23. C -1.503
24. H 0.295
25. H 0.292
26. H 0.309
27. C 0.173
28. C -0.916
29. C -0.652
30. C -1.113
31. C 0.326
32. C -0.773
33. C -0.891
34. C -1.149
35. H 0.381
36. H 0.233
37. H 0.359
38. H 0.328
39. H 0.491
40. H 0.581
41. H 0.444
42. H 0.361
43. H 0.709
44. H 0.423
45. H 0.450
46. H 0.333
47. P 1.096
48. C -1.066
49. C -0.460
50. P 0.969
51. C 0.638
52. C -1.281
53. C -1.304
54. H 0.167
55. H 0.411
56. H 0.197
57. H -0.632
58. H 0.558
59. H 0.228
60. H 0.378
61. H 0.439
62. H 0.215
63. H 0.512
64. H -1.406
65. H 0.524
66. H 0.323
67. H 0.273
68. C -1.843
69. C 1.486
70. C -2.052
71. O -0.584
72. B 0.944
73. O -0.698
74. C 1.711
75. C -1.893
76. C -1.893
77. H 0.324
78. H 0.462
79. H 0.385
80. H 0.519
81. H 0.410
82. H 0.276
83. H 0.364
84. H 0.485
85. H 0.348
86. H 0.251
87. H 0.491
88. H 0.432

=====

(4)
Formula: C29H53BN2O9
Source: OMol25
Level of theory: ωB97M-V/def2-TZVPD

Calculated values
- ⟨S²⟩ = 2.0082
- frontier orbital gap (spin up / spin down) (eV) = 7.229 / 8.430
- lowest unoccupied orbital energy (spin up / spin down) (eV) = -0.631 / -0.631
- spin multiplicity = 3

Cartesian coordinates (Å):
C  -2.910  -4.005  2.418
C  -3.278  -4.112  0.929
C  -4.790  -3.895  0.727
C  -2.838  -5.457  0.339
C  -1.324  -5.666  0.178
C  -1.068  -6.958  -0.606
C  -0.679  -4.484  -0.521
O  -1.438  -4.224  -1.719
C  -1.046  -3.159  -2.414
C  -1.312  -1.875  -2.205
O  -1.974  -1.296  -1.196
B  -3.353  -1.120  -1.204
O  -3.819  -0.157  -0.345
O  -4.118  -1.823  -2.105
C  -0.664  -1.074  -3.280
O  -0.588  0.099  -3.394
O  -0.082  -1.958  -4.168
C  -0.208  -3.248  -3.649
O  0.301  -4.189  -4.168
H  -3.643  -4.535  3.031
H  -2.871  -2.965  2.748
H  -1.932  -4.451  2.616
H  -2.767  -3.291  0.414
H  -5.153  -4.435  -0.152
H  -5.029  -2.835  0.578
H  -5.365  -4.227  1.593
H  -3.232  -6.252  0.984
H  -3.289  -5.582  -0.649
H  -0.833  -5.761  1.152
H  -1.399  -7.834  -0.046
H  -1.593  -6.931  -1.563
H  -0.003  -7.073  -0.826
H  0.360  -4.698  -0.789
H  -0.695  -3.590  0.111
H  -4.223  -0.483  0.462
H  -4.603  -2.572  -1.748
C  0.008  2.700  0.918
C  -1.098  2.522  1.976
C  -2.485  2.677  1.345
C  -2.862  4.119  1.012
C  -2.681  5.028  2.226
C  -1.274  4.950  2.827
N  -0.957  3.510  3.097
O  -1.455  3.092  4.197
C  -0.244  5.595  1.893
C  -1.219  5.705  4.149
C  -0.953  1.120  2.557
H  0.920  3.094  1.365
H  0.248  1.732  0.479
H  -0.285  3.355  0.099
H  -3.231  2.270  2.037
H  -2.519  2.056  0.447
H  -2.271  4.485  0.168
H  -3.903  4.150  0.686
H  -2.886  6.069  1.964
H  -3.404  4.743  2.996
H  0.767  5.438  2.271
H  -0.431  6.669  1.861
H  -0.287  5.232  0.872
H  -1.982  5.361  4.843
H  -1.380  6.766  3.951
H  -0.245  5.584  4.624
H  0.003  1.007  3.070
H  -0.995  0.405  1.734
H  -1.747  0.890  3.262
C  6.128  0.075  -1.658
C  4.764  -0.141  -0.977
C  3.785  -0.840  -1.928
C  3.241  0.063  -3.034
C  2.658  1.349  -2.453
C  3.641  2.108  -1.561
N  4.162  1.158  -0.525
O  3.365  1.021  0.464
C  4.771  2.725  -2.393
C  2.935  3.254  -0.847
C  4.992  -1.006  0.257
H  6.630  0.957  -1.261
H  6.770  -0.784  -1.463
H  6.054  0.178  -2.738
H  2.945  -1.223  -1.339
H  4.292  -1.708  -2.359
H  4.021  0.291  -3.766
H  2.461  -0.469  -3.582
H  2.324  2.013  -3.253
H  1.770  1.099  -1.863
H  5.528  3.169  -1.745
H  4.350  3.517  -3.014
H  5.261  2.024  -3.060
H  2.062  2.911  -0.297
H  2.612  3.982  -1.593
H  3.608  3.749  -0.145
H  5.631  -0.496  0.978
H  5.486  -1.927  -0.056
H  4.059  -1.262  0.750

Quick look at the Mulliken charges, all values in e:
1. C -1.530
2. C 2.735
3. C -1.615
4. C -1.452
5. C 0.460
6. C -1.666
7. C -0.699
8. O -0.347
9. C 0.754
10. C 0.356
11. O -0.333
12. B 0.587
13. O -0.446
14. O -0.544
15. C 0.419
16. O -0.527
17. O -0.356
18. C 0.059
19. O -0.526
20. H 0.365
21. H 0.353
22. H 0.354
23. H -1.139
24. H 0.389
25. H 0.275
26. H 0.398
27. H 0.424
28. H 0.292
29. H 0.366
30. H 0.428
31. H 0.315
32. H 0.427
33. H 0.547
34. H 0.297
35. H 0.263
36. H 0.338
37. C -2.305
38. C 2.237
39. C -1.194
40. C -0.602
41. C -1.346
42. C 1.626
43. N 0.693
44. O -0.679
45. C -1.701
46. C -1.897
47. C -1.761
48. H 0.507
49. H 0.640
50. H 0.209
51. H 0.509
52. H 0.053
53. H 0.285
54. H 0.420
55. H 0.422
56. H 0.369
57. H 0.369
58. H 0.468
59. H 0.318
60. H 0.395
61. H 0.410
62. H 0.446
63. H 0.447
64. H 0.137
65. H 0.454
66. C -1.882
67. C 2.029
68. C -1.322
69. C -0.552
70. C -0.937
71. C 2.111
72. N 0.507
73. O -0.621
74. C -2.040
75. C -1.272
76. C -1.989
77. H 0.321
78. H 0.500
79. H 0.309
80. H 0.343
81. H 0.334
82. H 0.347
83. H 0.386
84. H 0.505
85. H -0.136
86. H 0.376
87. H 0.426
88. H 0.368
89. H -0.315
90. H 0.423
91. H 0.538
92. H 0.468
93. H 0.469
94. H 0.357